DFT (the ωB97M-V functional and the def2-TZVPD basis) results for a cluster of 3 separate species, C15H31ClN3 in total.

Each line ends with the natural charge from an NBO analysis.
Cartesian coordinates (Å):
1 C 3.96 -0.98 4.54  -0.61
2 C 3.04 -0.70 3.31  -0.41
3 C 1.62 -0.70 3.80  -0.42
4 C 0.59 -0.19 2.70  -0.19
5 N -0.92 -0.10 3.19  -0.22
6 C -1.85 0.30 1.98  -0.21
7 C -2.25 -1.03 1.32  -0.43
8 C -2.50 -2.00 2.56  -0.42
9 C -1.34 -1.60 3.48  -0.22
10 C -1.02 0.76 4.45  -0.40
11 H 3.76 -2.00 4.86  0.22
12 H 3.82 -0.30 5.38  0.20
13 H 5.03 -0.92 4.33  0.23
14 H 3.05 -1.40 2.47  0.24
15 H 3.35 0.29 2.96  0.20
16 H 1.58 -0.08 4.69  0.20
17 H 1.38 -1.66 4.27  0.22
18 H 0.53 -0.71 1.74  0.23
19 H 0.90 0.84 2.54  0.21
20 H -2.69 0.88 2.37  0.22
21 H -1.32 1.08 1.44  0.22
22 H -3.09 -0.97 0.63  0.25
23 H -1.38 -1.41 0.79  0.23
24 H -3.52 -1.83 2.92  0.22
25 H -2.50 -3.07 2.37  0.26
26 H -1.67 -1.65 4.52  0.23
27 H -0.46 -2.24 3.46  0.25
28 H -2.02 0.59 4.84  0.22
29 H -0.99 1.79 4.09  0.22
30 H -0.25 0.50 5.18  0.24
31 C 2.29 2.19 -5.38  -0.62
32 C 1.61 1.29 -4.33  -0.22
33 N 0.31 0.83 -4.82  -0.29
34 C -0.22 -0.48 -4.77  -0.01
35 C -1.56 -0.33 -5.24  -0.06
36 N -1.87 1.04 -5.33  -0.28
37 C -0.75 1.70 -5.12  0.25
38 C -3.13 1.68 -5.56  -0.42
39 H 1.71 3.11 -5.53  0.20
40 H 2.27 1.82 -6.41  0.24
41 H 3.26 2.43 -4.96  0.25
42 H 1.52 1.80 -3.37  0.22
43 H 2.21 0.40 -4.12  0.24
44 H 0.33 -1.33 -4.40  0.28
45 H -2.45 -0.93 -5.37  0.25
46 H -0.63 2.76 -4.94  0.24
47 H -3.10 1.91 -6.62  0.23
48 H -3.09 2.68 -5.12  0.24
49 H -3.90 0.93 -5.38  0.25
50 Cl 2.35 -5.00 -0.41  -1.00

Calculated values
DFT total energy   -1214.22948 Ha
Energy above the lowest of the compared OMol25 structures with the same formula, charge and spin   330.8 kJ/mol
Maximum force   3.6 eV Å⁻¹
Spin multiplicity   1
Net charge   +1
LUMO   -3.30 eV
HOMO   -0.2709 Ha